[1]
Entry from the OMol25 dataset: a cluster of 2 separate species, C4H14N3 in total (wB97M-V/def2-TZVPD).

ORCA input file:
```
! RIJCOSX wB97M-V def2-TZVPD def2/J DEFGRID3
* xyz 1 1
C -1.70 -0.41 -0.09
N -1.21 0.97 0.15
C -1.16 1.76 -1.12
N -0.15 1.34 -2.10
H -1.75 -0.89 0.90
H -2.75 -0.44 -0.50
H -1.09 -1.02 -0.74
H -1.84 1.47 0.81
H -0.87 2.76 -0.77
H -2.16 1.76 -1.60
H 0.72 1.32 -1.57
H -0.36 0.41 -2.38
C 1.06 -0.13 1.55
C 1.79 -2.07 0.23
N 1.56 -1.50 1.38
H 1.93 0.37 2.00
H 0.20 -0.06 2.17
H 0.91 0.30 0.57
H 1.43 -1.59 -0.69
H 2.37 -2.98 0.20
H 1.86 -2.01 2.24
*
```

Calculated values
Highest occupied orbital energy (eV): -12.602
ΔE to the lowest compared entry with this formula, charge and spin (kcal per mole): 66.19
HOMO-LUMO gap (Ha): 0.2664

=====

[2]
Entry from the OMol25 dataset: a cluster of 2 separate species, C4H14N3 in total (wB97M-V/def2-TZVPD).

ORCA input file:
```
! RIJCOSX wB97M-V def2-TZVPD def2/J DEFGRID3
* xyz 1 1
C -0.49 -2.32 1.03
C -0.32 -0.81 -0.75
N -1.13 -1.43 0.16
N 1.00 -0.92 -1.01
N -1.06 -0.03 -1.69
H -1.99 -1.12 0.51
H 1.67 -1.18 -0.28
H 1.47 -0.53 -1.87
H -1.90 -0.53 -2.13
H -0.43 0.59 -2.41
H 0.44 -2.01 1.61
H -0.41 -3.28 0.50
H -1.13 -2.43 1.93
C -0.08 1.89 1.02
C 1.20 2.06 0.17
H -0.02 2.62 1.79
H -0.90 2.03 0.41
H -0.14 0.80 1.22
H 1.16 1.26 -0.57
H 2.08 2.30 0.77
H 0.98 3.04 -0.42
*
```

Calculated values
Highest occupied orbital energy (eV): -14.611
ΔE to the lowest compared entry with this formula, charge and spin (kcal per mole): 50.14
HOMO-LUMO gap (Ha): 0.4080

=====

[3]
Entry from the OMol25 dataset: a cluster of 2 separate species, C4H14N3O in total (wB97M-V/def2-TZVPD).

ORCA input file:
```
! RIJCOSX wB97M-V def2-TZVPD def2/J DEFGRID3
* xyz 1 1
C 1.61 -0.15 -1.68
C 1.70 0.75 -0.46
C 0.57 0.40 0.49
C 0.75 -0.33 1.59
N -0.17 -0.54 2.62
N -0.72 0.91 0.07
N 0.24 0.09 -2.34
H 1.71 -1.24 -1.64
H 2.33 0.11 -2.45
H 2.57 0.40 0.10
H 1.74 1.76 -0.83
H 1.73 -0.72 1.85
H -0.24 -1.50 2.96
H -1.11 -0.29 2.28
H -0.88 1.84 0.44
H -1.57 0.41 0.36
H -0.13 0.99 -2.07
H 0.37 0.09 -3.34
H -0.49 -0.55 -2.03
H -3.18 -1.58 1.30
H -3.69 -0.21 1.72
O -3.14 -0.65 1.05
*
```

Calculated values
Highest occupied orbital energy (eV): -11.562
ΔE to the lowest compared entry with this formula, charge and spin (kcal per mole): 44.26
HOMO-LUMO gap (Ha): 0.3126

=====

[4]
Entry from the OMol25 dataset: a cluster of 2 separate species, C4H14N3O in total (wB97M-V/def2-TZVPD).

ORCA input file:
```
! RIJCOSX wB97M-V def2-TZVPD def2/J DEFGRID3
* xyz 1 1
C -1.80 1.27 0.38
C -1.59 -0.30 0.06
C -0.16 -0.72 -0.41
C -0.04 -0.64 -1.74
N 1.20 -0.54 -2.42
N 0.80 -1.00 0.51
N -0.57 2.05 0.49
H -2.29 1.18 1.40
H -2.59 1.76 -0.31
H -2.26 -0.60 -0.76
H -1.93 -0.77 1.06
H -0.95 -0.64 -2.29
H 1.94 -0.92 -1.75
H 1.53 -1.10 -3.23
H 1.57 0.41 -2.70
H 0.59 -0.97 1.47
H 1.73 -1.39 0.44
H -0.54 2.88 -0.07
H 0.30 1.73 0.19
H 1.47 0.15 3.63
H 1.95 -1.35 3.16
O 1.63 -0.52 2.91
*
```

Calculated values
Highest occupied orbital energy (eV): -12.177
ΔE to the lowest compared entry with this formula, charge and spin (kcal per mole): 90.57
HOMO-LUMO gap (Ha): 0.3134

=====

[5]
Entry from the OMol25 dataset: a cluster of 2 separate species, C4H14N3O in total (wB97M-V/def2-TZVPD).

ORCA input file:
```
! RIJCOSX wB97M-V def2-TZVPD def2/J DEFGRID3
* xyz 1 1
C 0.91 -0.28 -1.67
C 1.06 -1.07 -0.34
C 0.00 -0.64 0.55
C 0.25 -0.02 1.75
N -0.77 0.54 2.47
N -1.29 -0.80 -0.22
N 2.45 -0.02 -1.93
H 0.47 0.68 -1.37
H 0.40 -0.90 -2.51
H 2.09 -0.79 0.01
H 1.15 -2.14 -0.42
H 1.28 0.01 2.05
H -1.79 0.45 2.18
H -0.70 0.55 3.47
H -1.20 -1.52 -0.98
H -1.53 0.14 -0.55
H -2.12 -1.04 0.36
H 2.68 0.25 -2.93
H 2.80 0.75 -1.38
H -1.38 2.32 0.26
H -2.70 1.84 0.89
O -2.08 1.67 0.28
*
```

Calculated values
Highest occupied orbital energy (eV): -12.324
ΔE to the lowest compared entry with this formula, charge and spin (kcal per mole): 84.49
HOMO-LUMO gap (Ha): 0.3298

=====

[6]
Entry from the OMol25 dataset: a cluster of 2 separate species, C4H14N3S in total (wB97M-V/def2-TZVPD).

ORCA input file:
```
! RIJCOSX wB97M-V def2-TZVPD def2/J DEFGRID3
* xyz 1 1
C -1.55 -0.36 1.51
C -1.94 -0.49 0.05
S -3.66 0.13 -0.11
N -0.11 -0.79 1.72
H -2.16 -0.97 2.18
H -1.62 0.66 1.88
H -1.94 -1.54 -0.24
H -1.27 0.09 -0.57
H -3.43 0.72 -1.29
H 0.09 -0.87 2.71
H 0.68 -0.17 1.30
H 0.00 -1.72 1.31
C 1.43 0.13 -1.49
C 1.88 0.99 -0.59
N 2.17 0.57 0.77
N 1.14 0.53 -2.82
H 1.25 -0.91 -1.23
H 2.11 2.03 -0.78
H 2.38 1.39 1.34
H 3.00 0.01 0.82
H 0.17 0.74 -2.97
H 1.39 -0.18 -3.49
*
```

Calculated values
Highest occupied orbital energy (eV): -12.519
ΔE to the lowest compared entry with this formula, charge and spin (kcal per mole): 45.03
HOMO-LUMO gap (Ha): 0.3439

=====

[7]
Entry from the OMol25 dataset: an isolated molecule of C4H14N4 (wB97M-V/def2-TZVPD).

ORCA input file:
```
! RIJCOSX wB97M-V def2-TZVPD def2/J DEFGRID3
* xyz 0 1
C 2.58 0.33 0.27
C 1.14 0.40 0.77
C 0.01 -0.16 -0.29
N 0.23 0.30 -1.62
N -0.15 -1.58 -0.16
C -1.22 0.54 0.28
N -2.53 0.27 -0.56
N -1.50 0.09 1.62
H 2.76 1.08 -0.49
H 3.27 0.51 1.09
H 2.80 -0.66 -0.14
H 1.04 -0.25 1.64
H 0.96 1.41 1.13
H -0.37 -0.13 -2.31
H 1.16 0.46 -1.99
H -0.52 -2.04 -0.98
H 0.68 -2.05 0.18
H -1.10 1.62 0.22
H -2.52 0.81 -1.42
H -2.63 -0.71 -0.80
H -1.82 -0.88 1.54
H -2.26 0.63 2.02
*
```

Calculated values
Highest occupied orbital energy (eV): -8.922
ΔE to the lowest compared entry with this formula, charge and spin (kcal per mole): 12.35
HOMO-LUMO gap (Ha): 0.3622

=====

[8]
Entry from the OMol25 dataset: a cluster of 2 separate species, C4H14N4 in total (wB97M-V/def2-TZVPD).

ORCA input file:
```
! RIJCOSX wB97M-V def2-TZVPD def2/J DEFGRID3
* xyz 0 1
N -1.21 -0.01 -3.09
C 0.18 -0.11 -2.70
C 0.65 -1.24 -2.22
N 1.98 -1.37 -1.73
H -1.28 0.24 -4.07
H -1.66 0.74 -2.57
H 0.81 0.77 -2.79
H -0.01 -2.10 -2.14
H 2.24 -2.34 -1.61
H 2.09 -0.90 -0.84
N 0.99 0.96 1.03
C 0.02 1.25 2.08
C -0.81 0.01 2.38
N -1.78 0.30 3.43
H 1.76 0.42 1.41
H 1.40 1.82 0.67
H -0.65 2.04 1.73
H 0.48 1.62 3.01
H -1.34 -0.27 1.47
H -0.12 -0.81 2.63
H -2.42 -0.48 3.55
H -1.31 0.43 4.32
*
```

Calculated values
Highest occupied orbital energy (eV): -8.352
ΔE to the lowest compared entry with this formula, charge and spin (kcal per mole): 31.13
HOMO-LUMO gap (Ha): 0.3430

=====

[9]
Entry from the OMol25 dataset: a structure of composition C4H14N4O4Tl (wB97M-V/def2-TZVPD).

ORCA input file:
```
! RIJCOSX wB97M-V def2-TZVPD def2/J DEFGRID3
* xyz 3 1
Tl -0.61 1.57 0.39
C 3.50 1.41 1.48
C 2.12 2.05 1.48
O 1.05 1.13 1.50
O 4.55 2.09 0.82
H 3.50 0.42 1.03
H 3.76 1.18 2.51
H 2.12 2.81 0.69
H 2.10 2.49 2.48
H 1.24 0.47 2.17
H 5.16 1.52 0.35
C -1.72 0.16 -2.14
O -1.52 0.99 -1.31
N -0.87 -0.72 -2.50
N -2.88 0.11 -2.70
H 0.06 -0.57 -2.13
H -1.09 -1.50 -3.11
H -3.69 0.65 -2.43
H -2.95 -0.59 -3.43
C -1.69 -1.47 0.60
O -1.35 -0.30 0.50
N -1.25 -2.29 -0.31
N -2.33 -2.08 1.60
H -0.64 -1.80 -0.95
H -1.47 -3.25 -0.51
H -2.35 -3.08 1.69
H -2.74 -1.42 2.25
*
```

Calculated values
Highest occupied orbital energy (eV): -19.876
ΔE to the lowest compared entry with this formula, charge and spin (kcal per mole): 20.20
HOMO-LUMO gap (Ha): 0.1311

=====

[10]
Entry from the OMol25 dataset: a cluster of 2 separate species, C4H14N5P in total (wB97M-V/def2-TZVPD).

ORCA input file:
```
! RIJCOSX wB97M-V def2-TZVPD def2/J DEFGRID3
* xyz 2 3
C 2.57 -0.95 0.14
C 1.16 1.09 -0.06
C -0.97 0.51 -0.99
C -3.12 0.51 0.62
N 3.09 -1.44 -1.02
N 1.89 2.12 0.46
N 1.51 -0.16 -0.14
N 3.09 -1.44 1.25
N -0.10 1.42 -0.50
P -4.12 -0.70 -0.04
H -0.67 -0.57 -0.95
H -1.55 0.94 -1.83
H -3.52 1.54 0.69
H -2.91 0.21 1.59
H 2.48 -1.28 -1.79
H 3.79 -2.22 -0.99
H 2.80 1.85 0.76
H 1.68 3.07 0.28
H -3.89 -0.74 -1.46
H 3.83 -2.22 1.36
H 2.68 -1.31 2.17
H -0.30 2.34 -0.23
H -5.53 -0.50 0.38
H -3.89 -2.06 0.29
*
```

Calculated values
Highest occupied orbital energy (spin up / spin down) (eV): -13.901 / -16.698
<S²>: 2.0077
HOMO-LUMO gap (spin up / spin down) (Ha): 0.2832 / 0.2664

=====

[11]
Entry from the OMol25 dataset: a cluster of 2 separate species, C4H14NO in total (wB97M-V/def2-TZVPD).

ORCA input file:
```
! RIJCOSX wB97M-V def2-TZVPD def2/J DEFGRID3
* xyz 0 2
C 1.27 0.38 1.27
C 0.02 0.33 0.40
C -0.47 1.69 -0.10
C -1.77 1.65 -0.97
N 0.45 -0.55 -0.96
H 0.87 0.40 2.29
H 1.94 1.13 0.85
H 1.95 -0.49 1.20
H -0.82 -0.16 0.88
H -0.63 2.36 0.73
H 0.26 2.13 -0.78
H -1.62 2.31 -1.86
H -1.86 0.63 -1.44
H -2.71 1.86 -0.45
H 1.47 -0.67 -0.80
H -0.16 -1.34 -0.80
H 0.30 0.09 -1.71
H -0.02 -3.65 0.51
H 0.43 -2.64 1.39
O 0.42 -2.79 0.39
*
```

Calculated values
Highest occupied orbital energy (spin up / spin down) (eV): -2.780 / -11.794
<S²>: 0.7505
ΔE to the lowest compared entry with this formula, charge and spin (kcal per mole): 60.43
HOMO-LUMO gap (spin up / spin down) (Ha): 0.1297 / 0.4596

=====

[12]
Entry from the OMol25 dataset: a cluster of 2 separate species, C4H14NO in total (wB97M-V/def2-TZVPD).

ORCA input file:
```
! RIJCOSX wB97M-V def2-TZVPD def2/J DEFGRID3
* xyz 1 1
C -0.42 -0.21 -2.32
C -0.47 0.20 -0.84
C 0.75 1.01 -0.44
C 0.70 1.72 0.91
N -0.54 -1.09 -0.02
H -0.26 0.64 -2.97
H 0.43 -0.88 -2.46
H -1.27 -0.87 -2.54
H -1.43 0.66 -0.59
H 0.94 1.72 -1.24
H 1.57 0.28 -0.48
H 1.59 2.33 1.07
H 0.79 0.95 1.68
H -0.21 2.30 0.89
H -0.50 -0.89 1.01
H 0.37 -1.52 -0.24
H -1.22 -1.71 -0.44
H -1.03 -1.81 3.22
H 0.51 -1.36 3.15
O -0.31 -1.48 2.64
*
```

Calculated values
Highest occupied orbital energy (eV): -15.989
ΔE to the lowest compared entry with this formula, charge and spin (kcal per mole): 9.18
HOMO-LUMO gap (Ha): 0.4729

=====

| no. | molar mass (g/mol) |
| --- | --- |
| 1 | 104.18 |
| 2 | 104.18 |
| 3 | 120.18 |
| 4 | 120.18 |
| 5 | 120.18 |
| 6 | 136.24 |
| 7 | 118.18 |
| 8 | 118.18 |
| 9 | 386.56 |
| 10 | 163.17 |
| 11 | 92.16 |
| 12 | 92.16 |